[1]
The following is a quantum chemistry calculation of a cluster of 2 separate species, C3H7IN in total in a non-equilibrium geometry, from OMol25.

Each line ends with the Mulliken charge.
Element x y z (Å)
I -0.878 2.574 -0.376  0.373
N -1.121 -0.216 -1.436  -0.244
C 1.304 -0.074 1.320  -0.442
C -0.383 0.869 -1.448  -0.285
C 0.307 -0.941 1.593  -0.280
H 1.968 0.324 2.064  0.274
H 1.456 0.110 0.220  0.215
H -1.956 -0.269 -0.785  0.348
H -0.781 -0.866 -2.146  0.290
H 0.421 1.117 -2.240  0.440
H -0.425 -1.151 0.763  0.002
H 0.088 -1.477 2.471  0.308

Values from the calculation:
ΔE to the lowest compared entry with this formula, charge and spin ... 2.654 eV
Largest force on an atom ... 2.7 eV/A
LUMO level ... -5.7581 eV
2S+1 ... 1
Net charge ... +1
Gap between HOMO and LUMO ... 7.817 eV

***

[2]
The following is a quantum chemistry calculation of a cluster of 8 separate species, C50H123N7O5 in total in a non-equilibrium geometry, from OMol25.

Each line ends with the Mulliken charge.
Element x y z (Å)
O 5.454 -2.984 -3.026  -0.516
O 0.297 -1.905 3.565  -0.140
O -0.490 0.958 -1.078  -0.810
O -0.656 1.016 -3.775  0.002
O -4.317 5.720 -2.208  -0.474
N 1.544 -1.070 6.350  0.158
N -4.413 -2.017 2.156  0.483
N -4.177 2.827 -1.443  0.214
N 2.147 0.815 -5.468  0.021
N 4.907 -3.003 -0.043  0.108
N -1.941 -3.712 -3.635  0.621
N 2.761 5.165 2.153  0.520
C 0.262 2.035 -4.181  -0.010
C -2.709 -2.024 -5.481  0.396
C 1.901 -0.470 -4.696  -1.244
C -3.967 -1.467 -6.123  -1.513
C -5.105 -3.233 1.505  -0.957
C 3.350 1.521 -4.933  -0.753
C -4.097 1.604 -0.562  -1.139
C 0.357 -1.897 5.936  -0.979
C 0.539 -3.279 -2.078  1.095
C 1.782 0.329 -0.586  -0.215
C -3.433 -1.393 1.202  -0.826
C 1.165 -0.423 7.680  -1.074
C 2.836 4.572 -0.394  -0.098
C 2.831 5.667 0.685  -1.044
C 3.848 4.121 2.307  -1.234
C -0.802 -3.372 -1.384  -0.216
C -1.939 -2.929 -2.330  -0.661
C -3.625 4.046 -0.677  -0.190
C -3.052 -3.229 -4.579  -0.579
C -3.653 -2.506 3.362  -0.705
C -4.141 -4.321 1.023  0.346
C -4.567 -0.512 4.678  -1.446
C 2.931 7.497 5.305  -1.379
C 3.170 6.315 3.050  -0.932
C 0.503 1.012 -0.098  1.976
C -0.050 0.427 1.189  -0.829
C 2.839 -1.825 6.588  -0.800
C -5.510 -0.986 2.406  -0.772
C 0.545 -2.776 4.694  -0.630
C 0.567 -4.090 -3.401  -1.402
C -3.199 5.199 -1.529  -0.672
C -5.653 3.056 -1.714  -0.766
C -2.272 -5.156 -3.296  -0.973
C -3.390 2.505 -2.688  -1.523
C 3.790 3.018 1.277  0.420
C -0.581 -3.704 -4.317  -0.365
C 4.500 -1.946 -1.089  0.771
C 5.529 -1.824 -2.172  -0.399
C -5.075 0.088 3.391  -0.476
C 2.718 6.206 4.488  -0.234
C 1.763 0.092 5.403  -0.959
C 1.373 4.637 2.318  -0.907
C 3.897 3.479 -0.189  -0.487
C 3.969 -2.781 1.130  -1.069
C 0.955 1.731 -5.484  -0.989
C 6.325 -2.844 0.424  -0.830
C -3.352 -1.399 4.356  -0.009
C 2.451 0.399 -6.895  -0.816
C -4.877 -5.199 0.002  -1.422
C 4.613 -4.412 -0.515  -0.591
H 0.570 0.450 2.095  0.180
H -5.783 -5.585 0.467  0.405
H 0.305 1.188 -6.179  0.491
H 0.735 -2.233 -2.343  -0.869
H 4.203 6.623 2.891  0.502
H -2.721 3.584 -0.264  0.056
H -3.071 -1.871 5.304  0.621
H 2.557 0.438 0.192  0.293
H -5.806 3.753 -2.533  0.377
H -3.799 -1.170 0.205  0.275
H 2.488 0.749 5.874  0.580
H -5.855 -3.622 2.191  0.528
H -5.849 -0.614 1.439  0.541
H 2.888 5.013 -1.389  0.577
H 5.293 -1.046 -2.902  0.198
H -1.763 -1.880 -2.589  0.061
H -4.272 0.221 5.431  0.467
H -0.330 2.951 -4.139  0.466
H -2.861 -2.935 -1.749  0.457
H -6.375 -1.547 2.764  0.487
H -1.984 -5.780 -4.135  0.368
H 2.692 7.259 2.748  0.413
H 3.627 -4.396 -0.969  0.174
H -1.780 -5.473 -2.382  0.378
H 3.480 0.057 -6.976  0.400
H 6.406 -1.787 0.688  0.413
H 6.491 -3.396 1.347  0.365
H -0.564 -4.065 -5.342  0.660
H -4.342 0.802 3.005  0.165
H 3.740 2.209 -5.683  0.453
H -0.383 -2.629 -4.408  -0.093
H 3.799 6.167 0.731  0.417
H -2.539 -2.004 1.072  -0.011
H -0.475 -1.191 5.899  0.531
H 2.134 8.208 5.098  0.390
H 0.789 2.071 0.067  -1.718
H 5.692 -2.713 -3.917  0.350
H -2.724 -3.016 3.124  0.277
H 0.992 -1.231 8.384  0.478
H 5.391 -4.681 -1.225  0.376
H -3.732 -0.564 -6.687  0.417
H 2.585 -2.845 6.877  0.400
H 1.571 -3.157 4.746  0.300
H -5.961 0.705 3.567  0.535
H 3.298 -1.430 7.490  0.323
H -0.035 -2.514 6.751  0.547
H 4.370 -0.972 -0.619  0.037
H 0.823 0.597 5.203  0.329
H 3.836 7.997 4.946  0.369
H -3.224 -4.042 -5.282  0.498
H 2.819 -1.022 -4.880  0.705
H 7.102 -3.080 -0.296  0.339
H 4.297 -3.525 1.853  0.470
H -4.306 4.272 0.139  0.514
H 4.061 -1.738 1.412  0.519
H -4.794 1.739 0.261  0.600
H -2.492 -0.754 4.149  -0.138
H -4.442 -2.143 -6.832  0.388
H 1.229 4.300 3.342  0.282
H 2.203 0.766 -1.492  -0.151
H 2.337 1.290 -7.512  0.414
H 6.554 -1.699 -1.822  0.327
H -3.926 1.671 -3.135  0.632
H -2.985 -0.538 1.706  0.400
H -1.978 -2.232 -6.265  0.260
H -5.039 -4.632 -0.912  0.291
H 3.157 2.079 -4.020  0.189
H 1.681 5.883 4.572  0.238
H 4.641 -5.073 0.347  0.420
H -3.719 -4.902 1.842  0.399
H 4.484 2.217 1.543  0.603
H 0.981 2.132 -3.355  -0.103
H -5.642 -2.761 0.680  0.464
H -6.127 2.089 -1.865  0.356
H -5.330 -1.054 5.246  0.381
H 0.305 -2.528 2.828  0.075
H 1.365 -3.574 -1.429  0.173
H 3.633 2.700 -0.906  -0.015
H 1.758 -0.202 -3.651  0.033
H -2.351 2.286 -2.471  0.473
H 0.697 -5.121 -3.076  0.488
H -0.094 -3.658 4.755  0.528
H -2.206 -1.303 -4.825  -0.218
H 1.440 -3.661 -3.895  0.530
H 4.845 3.901 -0.526  0.467
H -0.140 -0.664 1.067  -0.274
H 2.021 6.374 0.530  0.535
H -4.269 0.729 -1.183  0.476
H 1.232 2.601 -6.080  0.481
H -6.112 3.501 -0.834  0.343
H 3.791 3.775 3.340  0.598
H 3.299 5.417 4.984  0.318
H -4.385 6.670 -2.066  0.340
H -3.065 1.542 -0.208  0.028
H 2.843 2.469 1.351  -0.519
H 2.968 -3.084 0.831  0.217
H 1.939 0.276 7.984  0.424
H -2.804 5.913 -0.799  0.526
H -1.054 0.769 1.436  0.502
H 1.738 -0.336 -7.258  0.343
H 4.816 4.624 2.300  0.405
H -1.007 -4.379 -1.014  0.511
H 1.005 -0.925 -5.108  0.484
H 3.537 -2.305 -1.446  -0.577
H 0.753 5.483 2.033  0.365
H -4.657 -1.169 -5.331  0.352
H 1.848 4.098 -0.375  -0.188
H 3.119 7.253 6.344  0.372
H -2.347 4.890 -2.141  0.220
H -0.733 1.086 -2.788  0.085
H 0.267 0.161 7.482  0.424
H 1.708 -0.758 -0.700  -0.183
H 1.144 3.773 1.699  0.368
H -0.782 -2.756 -0.481  -0.543
H -3.305 -3.902 0.455  -0.211
H -3.808 -2.989 -3.836  0.276
H -3.324 -5.183 -3.015  0.427
H 4.182 0.846 -4.729  0.407
H 2.164 -0.364 4.501  0.221
H 3.442 -1.746 5.692  0.327
H -4.306 -3.171 3.928  0.531
H -3.545 3.384 -3.312  0.536
H -4.237 -6.060 -0.195  0.411

Values from the calculation:
ΔE to the lowest compared entry with this formula, charge and spin ... 2.383 eV
Largest force on an atom ... 2.7 eV/A
LUMO level ... -11.5712 eV
2S+1 ... 1
Net charge ... +6
Gap between HOMO and LUMO ... 7.650 eV

***

[3]
The following is a quantum chemistry calculation of a cluster of 2 separate species, CH3OS in total, from OMol25.

Each line ends with the Mulliken charge.
Element x y z (Å)
S -1.233 -1.500 -1.999  -0.815
O 0.049 1.523 1.562  -0.452
C 0.396 0.716 0.734  0.050
H 1.129 1.008 -0.027  0.244
H -0.007 -0.305 0.719  0.151
H -0.334 -1.442 -0.989  -0.179

Values from the calculation:
ΔE to the lowest compared entry with this formula, charge and spin ... 0.153 eV
Largest force on an atom ... 0.5 eV/A
LUMO level ... 3.9114 eV
2S+1 ... 1
Net charge ... -1
Gap between HOMO and LUMO ... 6.564 eV

***

What did the first record say?
The following is a quantum chemistry calculation of a cluster of 2 separate species, C3H7IN in total in a non-equilibrium geometry, from OMol25.

Each line ends with the Mulliken charge.
Element x y z (Å)
I -0.878 2.574 -0.376  0.373
N -1.121 -0.216 -1.436  -0.244
C 1.304 -0.074 1.320  -0.442
C -0.383 0.869 -1.448  -0.285
C 0.307 -0.941 1.593  -0.280
H 1.968 0.324 2.064  0.274
H 1.456 0.110 0.220  0.215
H -1.956 -0.269 -0.785  0.348
H -0.781 -0.866 -2.146  0.290
H 0.421 1.117 -2.240  0.440
H -0.425 -1.151 0.763  0.002
H 0.088 -1.477 2.471  0.308

Values from the calculation:
ΔE to the lowest compared entry with this formula, charge and spin ... 2.654 eV
Largest force on an atom ... 2.7 eV/A
LUMO level ... -5.7581 eV
2S+1 ... 1
Net charge ... +1
Gap between HOMO and LUMO ... 7.817 eV

***

- What is the formula in the third record?
  CH3OS